Run one
Formula: C2H10N2
Source: the OMol25 dataset
Level of theory: ωB97M-V/def2-TZVPD

The geometry in XYZ format:
```
14
Properties=species:S:1:pos:R:3
H -1.120 1.360 -0.213
H -0.420 2.150 -1.547
N -1.537 -1.704 1.305
C 0.605 0.336 -1.011
H 1.618 0.628 0.758
H -2.084 -2.545 1.414
H 2.004 -0.832 0.051
H 1.016 0.351 -2.021
H -1.265 -1.331 2.199
H 0.345 2.303 0.014
H -0.064 -0.520 -0.945
C -0.148 1.599 -0.649
N 1.769 0.133 -0.109
H -0.720 -1.927 0.754
```

Output
LUMO level: 1.01 eV
structure (SMILES): CCN.N
total charge: 0
orbital gap: 0.3676 hartree

Run two
Formula: C2H10N2
Source: the OMol25 dataset
Level of theory: ωB97M-V/def2-TZVPD

The geometry in XYZ format:
```
14
Properties=species:S:1:pos:R:3
H -1.447 1.181 -0.626
H -0.242 -0.494 2.559
N 0.690 -1.199 0.797
H -1.217 1.089 -2.310
H 1.222 1.294 -1.908
C -0.473 -1.085 1.637
N 0.579 1.350 -1.056
H -0.966 -2.074 1.920
H 1.441 -1.601 1.278
H -0.606 -0.294 -1.210
C -0.747 0.815 -1.376
H 0.949 -0.335 0.400
H -1.239 -0.564 1.029
H 0.544 2.357 -0.890
```

Output
LUMO level: 1.15 eV
structure (SMILES): CN.CN
total charge: 0
orbital gap: 0.3617 hartree

Which of them is the most stable? Correct choice: run one.

Run one
Formula: C2H10N2
Source: the OMol25 dataset
Level of theory: ωB97M-V/def2-TZVPD

The geometry in XYZ format:
```
14
Properties=species:S:1:pos:R:3
H 1.607 -1.900 -0.891
H 1.727 2.041 0.423
H 1.234 -1.454 0.766
N -2.531 -0.214 -0.073
H -2.190 0.482 0.585
H -0.018 -1.200 -0.474
H -3.335 -0.637 0.391
H -2.945 0.319 -0.832
H 1.318 0.431 -1.424
C 1.149 1.113 0.465
N 1.627 0.142 -0.504
H 1.229 0.703 1.478
C 1.054 -1.198 -0.277
H 0.075 1.373 0.366
```

Output
LUMO level: 1.00 eV
structure (SMILES): CNC.N
total charge: 0
orbital gap: 0.3531 hartree

Run two
Formula: C2H10N2
Source: the OMol25 dataset
Level of theory: ωB97M-V/def2-TZVPD

The geometry in XYZ format:
```
14
Properties=species:S:1:pos:R:3
H 2.586 -2.046 -3.049
N -1.607 0.783 2.507
H 2.367 -3.091 -1.790
H -0.038 2.215 -0.171
H -0.727 0.858 3.027
H 1.615 -3.505 -3.392
H -2.110 1.412 0.368
H -1.946 1.428 3.260
C -1.406 1.671 1.302
H 0.286 0.746 0.525
H 0.991 -2.114 -2.258
C 1.813 -2.721 -2.579
N -0.064 1.681 0.702
H -1.760 2.683 1.549
```

Output
LUMO level: 0.88 eV
structure (SMILES): NCN.C
total charge: 0
orbital gap: 0.3643 hartree

Which of them is the most stable? Correct choice: run one.